C29H52P2PbSi | wB97M-V/def2-TZVPD

Each line ends with the Löwdin charge.
Geometry (Å):
1 Pb 0.727 -0.860 0.181  1.0488
2 C -0.240 -3.380 3.117  -0.1314
3 C 1.141 -3.626 2.856  -0.1585
4 C 0.975 -1.660 4.046  -0.1205
5 C -0.339 -2.169 3.861  -0.1149
6 C 1.888 -2.556 3.424  -0.1506
7 C -1.375 -4.207 2.658  0.0081
8 H -1.142 -4.713 1.714  0.0905
9 H -2.260 -3.580 2.496  0.0933
10 H -1.643 -4.978 3.396  0.1248
11 C -1.574 -1.458 4.240  0.0161
12 H -2.455 -2.092 4.100  0.0948
13 H -1.689 -0.549 3.624  0.0777
14 H -1.525 -1.142 5.293  0.1099
15 C 1.290 -0.339 4.616  0.0036
16 H 0.819 -0.216 5.599  0.1083
17 H 0.885 0.443 3.956  0.0601
18 H 2.370 -0.186 4.709  0.0943
19 C 3.352 -2.378 3.336  0.0064
20 H 3.875 -2.927 4.136  0.1248
21 H 3.617 -1.319 3.430  0.0861
22 H 3.743 -2.740 2.375  0.0926
23 C 1.703 -4.734 2.052  0.0051
24 H 2.132 -5.519 2.691  0.1209
25 H 2.503 -4.369 1.396  0.0918
26 H 0.935 -5.190 1.421  0.0862
27 C -1.463 0.691 -5.107  -0.1357
28 C -1.705 -0.629 -5.037  -0.1559
29 C -0.872 -1.716 -5.637  -0.1761
30 C 0.661 -1.512 -5.617  -0.1668
31 C 1.198 -0.824 -4.392  -0.1152
32 C 1.427 0.502 -4.372  -0.1530
33 C 0.995 1.485 -5.411  -0.1728
34 C -0.444 1.353 -5.984  -0.1627
35 H -1.179 -1.891 -6.687  0.1333
36 H 0.966 -0.975 -6.537  0.1220
37 H -1.095 -2.650 -5.096  0.1129
38 H -0.385 0.892 -6.985  0.1226
39 H -2.204 1.373 -4.669  0.1032
40 H -2.671 -0.969 -4.644  0.1101
41 H -0.792 2.389 -6.145  0.1191
42 H 1.067 2.487 -4.957  0.1043
43 H 2.150 0.949 -3.696  0.0550
44 H 1.703 1.484 -6.254  0.1303
45 H 1.117 -2.511 -5.665  0.1191
46 H 1.570 -1.488 -3.604  0.1044
47 P -1.568 0.366 -1.218  0.8660
48 P 1.769 1.503 -0.628  0.7464
49 C -0.641 1.673 -2.204  -0.3856
50 C 0.561 2.461 -1.623  -0.3435
51 H -1.393 2.405 -2.541  0.0948
52 H -0.310 1.121 -3.095  0.0225
53 H 1.141 2.939 -2.438  0.0961
54 H 0.189 3.281 -0.984  0.0965
55 C 2.442 2.584 0.638  -0.2278
56 H 3.364 2.150 1.051  0.0640
57 H 1.701 2.662 1.452  0.0297
58 H 2.646 3.571 0.202  0.0731
59 C 3.163 0.871 -1.619  -0.2767
60 H 3.569 1.687 -2.235  0.0685
61 H 2.827 0.046 -2.272  0.0183
62 H 3.961 0.454 -0.989  0.0630
63 C -3.272 0.479 -1.918  -0.2422
64 H -3.843 -0.337 -1.460  0.0522
65 H -3.238 0.352 -3.011  0.0291
66 H -3.751 1.422 -1.654  0.0522
67 C -1.165 -1.241 -2.086  -0.3582
68 H -0.392 -1.892 -1.643  -0.0788
69 H -0.856 -1.070 -3.125  -0.0032
70 H -2.078 -1.852 -2.089  0.0642
71 C -0.849 2.311 5.433  -0.1803
72 Si -1.415 2.624 3.658  0.4302
73 C -3.291 2.596 3.699  -0.1803
74 C -0.834 4.303 3.067  -0.1849
75 C -0.688 1.420 2.445  -0.2434
76 C -0.145 0.661 1.625  -0.4432
77 H -1.258 3.068 6.119  0.0513
78 H 0.244 2.342 5.517  0.0293
79 H -1.173 1.331 5.806  0.0174
80 H -3.685 3.315 4.435  0.0496
81 H -3.698 2.859 2.715  0.0344
82 H -3.670 1.600 3.963  0.0283
83 H 0.260 4.367 3.103  0.0285
84 H -1.133 4.444 2.022  0.0309
85 H -1.247 5.130 3.656  0.0454

HOMO (spin up / spin down), Ha: -0.48771 / -0.48767
Charge: +2
Spin multiplicity: 1
Kohn-Sham gap (spin up / spin down), eV: 5.3 / 5.2
ΔE to the lowest compared entry with this formula, charge and spin, kJ/mol: 0.0
DFT total energy, Eh: -2300.54729

***

C29H52P2RuSi | wB97M-V/def2-TZVPD

Each line ends with the Löwdin charge.
Geometry (Å):
1 Ru 0.375 -0.126 1.890  1.2466
2 C 1.104 0.526 3.855  -0.3111
3 C 2.145 1.068 2.997  -0.2437
4 C 0.388 2.591 3.030  -0.1685
5 C 0.026 1.515 3.885  -0.2005
6 C 1.687 2.348 2.515  -0.2127
7 C 1.353 -0.572 4.832  -0.0104
8 H 2.261 -1.130 4.577  0.0844
9 H 0.519 -1.278 4.821  0.0510
10 H 1.451 -0.166 5.848  0.1155
11 C -1.187 1.483 4.734  -0.0195
12 H -1.393 0.462 5.075  0.0532
13 H -2.069 1.831 4.171  0.0998
14 H -1.064 2.153 5.602  0.1153
15 C -0.462 3.777 2.752  0.0030
16 H -0.414 4.514 3.565  0.1158
17 H -1.510 3.479 2.624  0.0959
18 H -0.151 4.277 1.831  0.0819
19 C 2.462 3.291 1.677  -0.0164
20 H 2.908 4.086 2.294  0.1153
21 H 1.807 3.765 0.933  0.0863
22 H 3.280 2.791 1.145  0.0820
23 C 3.516 0.500 2.930  -0.0143
24 H 4.165 0.904 3.723  0.1205
25 H 3.987 0.716 1.968  0.0770
26 H 3.472 -0.589 3.047  0.0817
27 C -0.395 -1.668 0.590  -0.2059
28 C 0.800 -2.036 1.289  -0.2704
29 C 2.109 -2.248 0.579  -0.1665
30 C 2.541 -1.035 -0.252  -0.1672
31 C 1.996 0.265 0.257  -0.1779
32 C 0.737 0.818 -0.039  -0.2302
33 C -0.128 0.225 -1.116  -0.1885
34 C -0.480 -1.250 -0.861  -0.1760
35 H 2.062 -3.143 -0.053  0.1301
36 H 2.296 -1.190 -1.311  0.1102
37 H 2.860 -2.462 1.349  0.1125
38 H 0.126 -1.906 -1.500  0.1079
39 H -1.307 -2.144 0.968  0.1055
40 H 0.662 -2.703 2.146  0.1218
41 H -1.518 -1.397 -1.194  0.1136
42 H -1.052 0.813 -1.172  0.1141
43 H 0.680 1.909 0.041  0.1060
44 H 0.354 0.364 -2.097  0.1084
45 H 3.640 -0.985 -0.219  0.1233
46 H 2.781 0.989 0.467  0.0755
47 P -0.629 -0.054 -5.578  0.9142
48 P -0.364 2.574 -6.987  0.9305
49 C -0.678 -0.169 -7.447  -0.4026
50 C -1.051 1.190 -8.041  -0.4210
51 H -1.410 -0.938 -7.729  0.0914
52 H 0.310 -0.507 -7.792  0.0879
53 H -0.677 1.306 -9.067  0.0956
54 H -2.141 1.331 -8.060  0.0895
55 C -1.159 3.963 -7.881  -0.2594
56 H -0.728 4.900 -7.513  0.0536
57 H -2.233 3.948 -7.663  0.0529
58 H -0.999 3.883 -8.962  0.0692
59 C 1.307 2.660 -7.766  -0.2538
60 H 1.222 2.646 -8.861  0.0654
61 H 1.929 1.822 -7.429  0.0431
62 H 1.776 3.601 -7.449  0.0534
63 C -2.125 -1.058 -5.216  -0.2535
64 H -2.167 -1.258 -4.137  0.0377
65 H -2.097 -2.007 -5.766  0.0658
66 H -3.019 -0.489 -5.509  0.0568
67 C 0.704 -1.269 -5.256  -0.2611
68 H 1.662 -0.826 -5.559  0.0500
69 H 0.534 -2.198 -5.815  0.0697
70 H 0.735 -1.487 -4.180  0.0284
71 C -1.146 -4.210 5.486  -0.1837
72 Si -2.340 -2.771 5.205  0.4211
73 C -3.978 -3.523 4.720  -0.1878
74 C -2.534 -1.923 6.879  -0.1879
75 C -1.664 -1.638 3.933  -0.1636
76 C -1.044 -1.032 3.023  -0.1936
77 H -1.505 -4.835 6.318  0.0432
78 H -0.135 -3.861 5.736  0.0250
79 H -1.077 -4.844 4.591  0.0319
80 H -4.325 -4.193 5.519  0.0444
81 H -4.748 -2.758 4.560  0.0349
82 H -3.883 -4.112 3.797  0.0345
83 H -1.590 -1.488 7.236  0.0280
84 H -3.293 -1.130 6.851  0.0333
85 H -2.859 -2.676 7.613  0.0421

HOMO (spin up / spin down), Ha: -0.44969 / -0.47692
Charge: +2
Spin multiplicity: 5
Kohn-Sham gap (spin up / spin down), eV: 7.5 / 4.5
Expectation value of S²: 6.033
ΔE to the lowest compared entry with this formula, charge and spin, kJ/mol: 0.0
DFT total energy, Eh: -2202.57269